Entry 1:
The following is a DFT calculation (ωB97M-V/def2-TZVPD) of a cluster of 2 separate species, C4H12 in total in a non-equilibrium geometry.

Element x y z (Å)
C -1.04 1.13 -0.12
C -1.90 2.18 0.49
H -1.14 1.14 -1.23
H 0.02 1.29 0.08
H -1.31 0.14 0.28
H -2.93 2.22 -0.07
H -1.62 3.23 0.39
H -2.05 2.05 1.58
C 1.24 -1.20 -0.71
C 1.73 -2.13 0.41
H 1.51 -1.67 -1.67
H 0.15 -1.18 -0.71
H 1.64 -0.19 -0.78
H 1.01 -2.40 1.19
H 2.16 -3.04 -0.03
H 2.54 -1.58 0.90

## Properties
Net charge ... 0
F_max ... 3.1 eV/A
HOMO-LUMO gap ... 12.46 eV
ΔE to the lowest compared entry with this formula, charge and spin ... 0.518 eV
Total energy ... -159.5659 hartree

Results of the Mulliken charge analysis, in e, for atoms 1 through 2:
1 C -0.60
2 C -1.00

Entry 2:
The following is a DFT calculation (ωB97M-V/def2-TZVPD) of a structure of composition C52H46BrEuGeN3O2S in a non-equilibrium geometry.

Element x y z (Å)
Eu -0.47 -0.75 -0.20
O 0.16 -4.56 -2.92
C 1.03 -5.31 -2.23
C 1.38 -6.60 -2.72
C 2.29 -7.36 -2.02
C 2.83 -6.89 -0.83
C 2.47 -5.64 -0.33
C 1.60 -4.80 -1.03
C 1.23 -3.43 -0.50
O 0.39 -2.66 -1.29
N 2.50 -2.76 -0.27
N 2.13 -1.46 0.22
C 2.45 -0.48 -0.63
C 1.83 0.77 -0.52
Br -1.28 2.24 1.25
C 2.28 2.04 -0.51
C 3.70 2.43 -0.39
C 4.21 3.70 -0.77
C 5.58 3.99 -0.73
C 6.50 2.98 -0.40
C 6.03 1.73 -0.08
C 4.65 1.49 0.02
H 0.11 -3.69 -2.32
H 0.93 -6.93 -3.64
H 2.65 -8.31 -2.40
H 3.53 -7.48 -0.26
H 2.90 -5.32 0.61
H 0.77 -3.58 0.52
H 2.94 -3.24 0.52
H 3.29 -0.61 -1.36
H 1.57 2.88 -0.63
H 3.54 4.47 -1.09
H 5.91 4.99 -0.96
H 7.56 3.17 -0.39
H 6.72 0.92 0.09
H 4.31 0.53 0.40
C 2.74 3.18 5.34
C 3.04 1.86 4.58
C 3.53 2.17 3.16
C 4.22 1.21 5.35
C 1.80 0.95 4.55
C 1.26 0.64 5.81
C 0.15 -0.22 5.93
C -0.42 -0.75 4.76
S -1.73 -1.87 4.60
C -1.57 -1.82 2.87
N -0.57 -1.06 2.43
C 0.10 -0.43 3.47
C 1.23 0.41 3.39
C -2.46 -2.58 1.96
C -3.62 -3.27 2.42
C -4.36 -3.98 1.49
C -4.01 -4.03 0.12
C -2.89 -3.35 -0.31
C -2.14 -2.59 0.57
H 3.61 3.87 5.24
H 2.54 3.03 6.42
H 1.84 3.70 4.92
H 4.37 2.90 3.19
H 2.72 2.63 2.53
H 3.83 1.22 2.66
H 5.10 1.91 5.33
H 4.52 0.29 4.84
H 3.95 0.98 6.39
H 1.72 1.07 6.70
H -0.29 -0.50 6.87
H 1.68 0.57 2.41
H -3.91 -3.27 3.48
H -5.20 -4.59 1.81
H -4.61 -4.59 -0.59
H -2.57 -3.37 -1.34
C -2.46 1.15 0.16
Ge -2.83 1.56 -1.78
C -4.34 2.72 -1.86
C -5.41 2.58 -0.96
C -6.59 3.30 -1.15
C -6.67 4.23 -2.19
C -5.56 4.44 -3.01
C -4.41 3.68 -2.85
C -3.36 -0.06 -2.69
C -4.41 -0.83 -2.18
C -4.87 -1.97 -2.84
C -4.30 -2.32 -4.07
C -3.27 -1.56 -4.61
C -2.84 -0.41 -3.95
C -1.33 2.45 -2.54
C -0.29 1.68 -3.05
C 0.87 2.29 -3.55
C 1.04 3.65 -3.47
C 0.03 4.43 -2.92
C -1.14 3.84 -2.46
H -3.41 1.19 0.71
H -5.33 1.89 -0.13
H -7.41 3.20 -0.46
H -7.59 4.78 -2.36
H -5.62 5.17 -3.81
H -3.59 3.83 -3.55
H -4.88 -0.55 -1.27
H -5.67 -2.56 -2.41
H -4.69 -3.19 -4.61
H -2.80 -1.86 -5.56
H -2.09 0.22 -4.43
H -0.32 0.58 -3.06
H 1.62 1.65 -3.98
H 1.95 4.09 -3.84
H 0.11 5.50 -2.85
H -1.91 4.45 -1.98

## Properties
Net charge ... -2
F_max ... 3.2 eV/A
HOMO-LUMO gap (alpha / beta) ... 4.33 / 5.36 eV
ΔE to the lowest compared entry with this formula, charge and spin ... 0.000 eV
2S+1 ... 8
Total energy ... -8083.2569 hartree
⟨S²⟩ ... 15.760

Results of the Mulliken charge analysis, in e, for atoms 1 through 2:
1 Eu 0.14
2 O -0.80

Entry 3:
The following is a DFT calculation (ωB97M-V/def2-TZVPD) of a cluster of 9 separate species, C15H48ClN12O12 in total in a non-equilibrium geometry.

Element x y z (Å)
Cl 0.35 -1.03 -1.27
O 0.77 -2.16 -0.48
O 1.05 0.13 -0.74
O 0.71 -1.21 -2.64
O -1.05 -0.75 -1.11
C 2.72 -0.53 2.55
C 3.58 -0.15 1.36
O 3.28 1.18 0.89
H 3.01 -1.55 2.83
H 1.66 -0.46 2.33
H 2.98 0.08 3.41
H 3.39 -0.85 0.54
H 4.64 -0.19 1.63
H 2.45 1.01 0.42
C 4.69 -2.34 -2.63
O 4.26 -3.25 -3.32
N 6.04 -2.20 -2.38
N 3.90 -1.36 -2.09
H 6.38 -1.48 -1.77
H 6.65 -2.83 -2.85
H 4.23 -0.75 -1.37
H 2.96 -1.31 -2.45
C -4.82 0.97 -1.14
O -5.89 1.41 -1.59
N -4.17 -0.08 -1.71
N -4.18 1.61 -0.12
H -3.19 -0.22 -1.50
H -4.61 -0.54 -2.48
H -4.56 2.47 0.22
H -3.44 1.15 0.39
C 4.31 2.18 -3.35
O 5.33 2.49 -3.95
N 4.32 1.74 -2.05
N 3.05 2.34 -3.86
H 3.46 1.66 -1.53
H 5.13 1.39 -1.59
H 2.24 1.89 -3.45
H 2.98 2.61 -4.82
C 0.73 -3.92 3.06
O 0.97 -4.70 3.97
N -0.11 -2.86 3.22
N 1.25 -4.08 1.82
H -0.38 -2.32 2.41
H -0.72 -2.89 4.01
H 1.92 -4.78 1.61
H 1.14 -3.28 1.20
C -1.33 1.71 2.40
O -2.50 1.44 2.14
N -0.95 2.60 3.39
N -0.32 1.46 1.52
H -1.58 2.75 4.15
H 0.04 2.64 3.56
H 0.58 1.89 1.58
H -0.55 1.06 0.63
C -2.92 -5.77 -0.41
C -3.12 -4.29 -0.70
C -4.44 -3.73 -0.25
O -5.47 -4.45 -0.94
C -6.69 -4.37 -0.26
N -2.01 -3.51 -0.14
H -2.02 -6.18 -0.86
H -3.80 -6.33 -0.73
H -2.86 -5.84 0.68
H -3.11 -4.10 -1.79
H -4.56 -2.67 -0.49
H -4.56 -3.78 0.84
H -7.49 -4.81 -0.86
H -6.96 -3.33 -0.05
H -6.72 -4.98 0.66
H -1.99 -2.61 -0.60
H -1.10 -3.90 -0.36
C 1.60 3.75 -0.58
C 0.75 5.04 -0.34
C 0.57 5.28 1.14
O -0.48 6.24 1.32
C -1.54 5.83 2.17
N 1.30 6.15 -1.08
H 2.56 3.78 -0.05
H 1.73 3.62 -1.65
H 1.09 2.86 -0.20
H -0.21 4.76 -0.78
H 1.47 5.73 1.57
H 0.28 4.36 1.67
H -2.08 5.00 1.70
H -2.17 6.70 2.29
H -1.21 5.37 3.11
H 2.29 6.28 -0.97
H 1.06 6.15 -2.06

## Properties
Net charge ... -1
F_max ... 2.4 eV/A
HOMO-LUMO gap ... 9.15 eV
ΔE to the lowest compared entry with this formula, charge and spin ... 0.000 eV
Total energy ... -2620.4932 hartree

Results of the Mulliken charge analysis, in e, for atoms 1 through 2:
1 Cl 1.27
2 O -0.71

Entry 4:
The following is a DFT calculation (ωB97M-V/def2-TZVPD) of a structure of composition C32H45N5O2ReSbSi3 in a non-equilibrium geometry.

Element x y z (Å)
Re -0.92 0.05 -0.41
O -1.36 -2.90 2.94
C -2.14 -2.09 3.69
C -2.70 -2.67 4.83
C -3.51 -1.93 5.65
C -3.80 -0.59 5.38
C -3.26 -0.01 4.27
C -2.42 -0.74 3.39
C -1.91 -0.06 2.23
O -1.15 -0.75 1.35
N -2.13 1.22 2.02
N -1.62 1.56 0.79
C -1.78 2.75 0.31
C -1.42 2.92 -1.09
C -1.59 4.10 -1.79
C -1.35 4.11 -3.16
C -0.95 2.95 -3.78
C -0.75 1.80 -3.03
N -0.98 1.78 -1.71
H -1.07 -2.41 2.16
H -2.47 -3.71 5.04
H -3.94 -2.40 6.53
H -4.45 -0.02 6.04
H -3.46 1.03 4.04
H -2.25 3.52 0.91
H -1.92 4.98 -1.26
H -1.50 5.02 -3.73
H -0.77 2.91 -4.85
H -0.42 0.88 -3.47
C -5.20 0.34 -1.69
C -5.58 -0.99 -1.77
C -4.63 -1.98 -1.54
C -3.34 -1.61 -1.23
N -2.97 -0.31 -1.14
C -3.90 0.64 -1.38
C -2.25 -2.59 -0.99
C -2.49 -3.93 -0.83
C -1.43 -4.79 -0.55
C -0.16 -4.26 -0.46
C 0.02 -2.90 -0.64
N -1.00 -2.07 -0.91
H -5.91 1.14 -1.88
H -6.60 -1.26 -2.01
H -4.91 -3.02 -1.62
H -3.57 1.66 -1.32
H -3.49 -4.33 -0.89
H -1.61 -5.85 -0.40
H 0.70 -4.88 -0.24
H 0.99 -2.45 -0.57
C 1.69 3.69 0.69
Si 2.70 2.77 -0.55
C 2.38 3.32 -2.29
C 4.50 2.71 -0.14
Sb 1.76 0.30 -0.34
Si 2.49 -0.40 2.14
C 4.28 0.00 2.29
C 1.41 0.66 3.20
C 2.14 -2.21 2.17
Si 2.94 -0.85 -2.38
C 1.95 -0.39 -3.88
C 4.62 -0.09 -2.33
C 3.05 -2.68 -2.20
H 1.96 4.75 0.69
H 1.85 3.32 1.70
H 0.63 3.63 0.46
H 2.88 4.28 -2.46
H 1.32 3.47 -2.46
H 2.77 2.62 -3.03
H 4.87 3.74 -0.16
H 5.08 2.14 -0.85
H 4.68 2.32 0.86
H 4.44 1.07 2.41
H 4.86 -0.37 1.44
H 4.68 -0.48 3.19
H 1.82 1.67 3.27
H 1.37 0.26 4.22
H 0.39 0.72 2.84
H 2.95 -2.76 1.68
H 1.20 -2.44 1.67
H 2.06 -2.59 3.20
H 1.90 0.69 -4.05
H 0.95 -0.81 -3.85
H 2.45 -0.83 -4.74
H 4.61 0.96 -2.61
H 5.26 -0.62 -3.05
H 5.09 -0.21 -1.35
H 2.10 -3.19 -2.28
H 3.57 -2.99 -1.29
H 3.66 -3.03 -3.05

## Properties
Net charge ... +3
F_max ... 1.0 eV/A
HOMO-LUMO gap (alpha / beta) ... 6.26 / 5.03 eV
ΔE to the lowest compared entry with this formula, charge and spin ... 0.864 eV
2S+1 ... 4
Total energy ... -2856.8986 hartree
⟨S²⟩ ... 3.795

Results of the Mulliken charge analysis, in e, for atoms 1 through 2:
1 Re 0.31
2 O -0.66

Entry 5:
The following is a DFT calculation (ωB97M-V/def2-TZVPD) of a structure of composition C9H20ClCuF4N3O8S4 in a non-equilibrium geometry.

Element x y z (Å)
Cu 1.85 -0.50 2.75
C -1.03 -0.80 -6.37
C -0.59 0.59 -5.93
C -0.13 0.78 -4.44
C -1.32 0.78 -3.42
N -0.76 0.61 -2.00
C 0.11 1.82 -1.46
C -0.12 1.70 0.03
C -1.64 1.58 0.30
C -1.94 0.66 -0.95
C 0.07 -0.71 -1.67
H -1.94 -0.76 -6.96
H -1.13 -1.39 -5.46
H -0.24 -1.24 -6.98
H -1.29 1.37 -6.23
H 0.38 0.70 -6.42
H 0.44 1.71 -4.34
H 0.64 0.09 -4.11
H -1.89 -0.13 -3.58
H -1.97 1.62 -3.63
H 1.17 1.85 -1.74
H -0.38 2.76 -1.71
H 0.50 0.97 0.55
H 0.28 2.55 0.59
H -1.69 1.06 1.26
H -2.18 2.52 0.28
H -2.28 -0.31 -0.61
H -2.73 1.19 -1.47
H 1.16 -0.58 -1.73
H -0.23 -1.49 -2.37
H -0.10 -1.12 -0.68
Cl 3.52 -0.18 0.56
N 1.80 0.72 4.76
S 2.35 0.81 6.17
O 1.61 0.09 7.21
O 3.08 2.04 6.58
F 3.52 -0.31 5.96
S 0.54 1.83 5.05
O 0.87 3.26 5.44
O -0.64 1.25 5.63
F 0.12 1.95 3.43
N 0.77 -2.39 2.90
S 0.96 -3.38 4.01
O 1.53 -4.71 3.65
O -0.01 -3.34 5.13
F 2.22 -2.60 4.75
S -0.47 -3.26 2.07
O -1.63 -3.84 2.79
O -0.07 -3.94 0.89
F -1.13 -1.89 1.51

## Properties
Net charge ... -1
F_max ... 10.8 eV/A
HOMO-LUMO gap ... 7.54 eV
ΔE to the lowest compared entry with this formula, charge and spin ... 4.109 eV
Total energy ... -5213.9153 hartree

Results of the Mulliken charge analysis, in e, for atoms 1 through 2:
1 Cu 0.55
2 C -1.06

Entry 6:
The following is a DFT calculation (ωB97M-V/def2-TZVPD) of a structure of composition C13H18N7O4SeW.

Element x y z (Å)
W -0.82 -0.97 0.66
N -1.40 -2.50 2.32
C -0.97 -2.22 3.76
C -1.18 -0.73 4.20
C -0.99 -0.09 2.89
O 0.13 -0.14 2.28
O -1.98 0.06 2.08
H -2.41 -2.60 2.32
H -1.06 -3.43 2.10
H 0.08 -2.47 3.82
H -1.54 -2.88 4.42
H -0.41 -0.47 4.92
H -2.17 -0.55 4.59
Se -3.21 -1.62 -0.15
C -3.05 -1.22 -1.93
N -2.87 -1.00 -3.04
N -1.72 5.11 -3.15
C -0.76 4.20 -3.03
O 0.37 4.25 -3.47
C -1.03 2.96 -2.19
C -0.55 1.74 -2.67
C -0.61 0.64 -1.87
N -1.08 0.67 -0.58
C -1.57 1.86 -0.13
C -1.57 3.00 -0.90
H -1.53 5.94 -3.71
H -2.67 4.95 -2.86
H -0.12 1.68 -3.66
H -0.26 -0.31 -2.24
H -1.98 1.88 0.86
H -1.97 3.92 -0.48
C 4.51 -0.72 0.77
N 3.53 -1.29 -0.21
C 4.08 -1.96 -1.42
C 2.29 -1.17 -0.03
N 1.13 -1.06 0.14
H 5.11 0.02 0.24
H 5.13 -1.53 1.13
H 3.98 -0.25 1.59
H 4.68 -1.23 -1.97
H 3.27 -2.33 -2.04
H 4.71 -2.79 -1.09
O -0.72 -3.04 -1.55
N -0.78 -2.30 -0.70

## Properties
Net charge ... +3
F_max ... 0.9 eV/A
HOMO-LUMO gap ... 4.90 eV
ΔE to the lowest compared entry with this formula, charge and spin ... 1.067 eV
Total energy ... -3657.8724 hartree

Results of the Mulliken charge analysis, in e, for atoms 1 through 2:
1 W 1.72
2 N -0.76

Entry 7:
The following is a DFT calculation (ωB97M-V/def2-TZVPD) of a cluster of 2 separate species, C15H22N4O7S in total in a non-equilibrium geometry.

Element x y z (Å)
C -0.25 -2.53 -2.12
N -0.53 -2.31 -0.70
C -1.75 -2.17 -0.19
O -2.77 -2.23 -0.87
C -1.87 -1.95 1.33
N -2.76 -0.83 1.64
C -2.39 0.45 1.63
C -3.47 1.47 1.90
O -1.24 0.80 1.43
C -2.38 -3.23 2.01
C -1.47 -4.44 1.82
O -2.47 -3.01 3.40
H 0.82 -2.42 -2.31
H -0.79 -1.79 -2.72
H -0.58 -3.53 -2.41
H 0.26 -2.21 -0.08
H -0.87 -1.73 1.72
H -3.73 -1.04 1.83
H -3.06 2.47 1.75
H -4.30 1.31 1.21
H -3.82 1.36 2.93
H -3.37 -3.46 1.64
H -0.45 -4.21 2.11
H -1.84 -5.27 2.42
H -1.49 -4.75 0.77
H -1.58 -2.87 3.75
O 2.30 5.45 -1.60
N 3.03 4.65 -1.01
C 2.55 4.08 0.17
O 1.43 4.33 0.62
C 3.50 3.19 1.00
N 3.19 1.74 1.01
S 3.50 0.85 -0.41
O 4.76 1.34 -0.97
O 3.55 -0.55 0.04
C 2.08 1.15 -1.49
C 0.79 0.83 -1.04
C -0.31 1.00 -1.88
C -0.14 1.49 -3.18
C 1.15 1.82 -3.63
C 2.25 1.65 -2.79
H 4.52 3.35 0.66
H 3.45 3.57 2.03
H 3.68 1.25 1.74
H 0.65 0.46 -0.03
H -1.31 0.76 -1.51
H -1.00 1.63 -3.83
H 1.29 2.20 -4.63
H 3.25 1.89 -3.15

## Properties
Net charge ... 0
F_max ... 6.0 eV/A
HOMO-LUMO gap ... 7.42 eV
ΔE to the lowest compared entry with this formula, charge and spin ... 0.000 eV
Total energy ... -1728.5746 hartree

Results of the Mulliken charge analysis, in e, for atoms 1 through 2:
1 C -0.98
2 N 0.08

Entry 8:
The following is a DFT calculation (ωB97M-V/def2-TZVPD) of a cluster of 2 separate species, C15H23F2N2O2PSi in total in a non-equilibrium geometry.

Element x y z (Å)
C -1.01 2.62 2.10
Si -0.87 0.88 1.26
C -2.49 -0.05 1.71
C 0.74 -0.01 1.81
C 0.54 -1.43 2.52
C 0.30 -2.64 1.52
F 0.46 -3.86 2.30
F -1.04 -2.72 1.00
C 1.27 -2.68 0.26
N 1.45 -1.77 -0.87
C 2.43 -2.28 -1.78
N 2.98 -3.55 -1.35
C 2.27 -3.80 -0.10
P 2.71 -5.43 0.74
O 1.41 -6.26 0.97
C -0.89 1.25 -0.65
C -2.24 1.04 -1.44
C -2.35 1.34 -2.97
C -1.09 1.86 -3.77
C 0.25 2.08 -2.98
C 0.34 1.78 -1.44
H -0.02 2.95 2.59
H -1.41 3.42 1.36
H -1.77 2.53 2.98
H -2.72 -0.77 0.83
H -3.41 0.64 1.79
H -2.36 -0.73 2.63
H 1.49 -0.02 0.93
H 1.22 0.68 2.61
H 1.47 -1.69 3.16
H -0.31 -1.30 3.30
H 0.92 -0.88 -0.97
H 2.82 -1.88 -2.77
H 3.66 -4.17 -1.79
H 3.47 -6.19 -0.24
H 3.53 -5.30 1.91
H -3.20 0.66 -0.92
H -3.35 1.19 -3.49
H -1.13 2.11 -4.89
H 1.15 2.47 -3.59
H 1.32 1.94 -0.87
C -1.34 5.59 -0.66
O -2.12 4.69 -0.05
H -0.93 5.32 -1.66
H -1.78 6.58 -0.87
H -0.40 5.88 -0.13

## Properties
Net charge ... 0
F_max ... 7.3 eV/A
HOMO-LUMO gap ... 1.92 eV
Total energy ... -1675.5094 hartree

Results of the Mulliken charge analysis, in e, for atoms 1 through 2:
1 C -0.89
2 Si 0.26